Entry from the Open Molecules 2025 dataset: a cluster of 12 separate species, C39H99N15O12 in total (ωB97M-V/def2-TZVPD).

Properties
- DFT total energy (eV) = -88972.035
- E_LUMO (eV) = -0.3
- orbital gap (hartree) = 0.2966
- highest occupied orbital energy (eV) = -8.39
- SMILES = CC1(C)CCCC(C)(C)N1O.CC1(C)CCCC(C)(C)N1O.CC1(C)CCCC(C)(C)N1O.NC(N)=O.NC(N)=O.NC(N)=O.NC(N)=O.NC(N)=O.NC(N)=O.CCO.CCO.CCO
- multiplicity = 1

Structure (XYZ):
```
165
Properties=species:S:1:pos:R:3:mulliken_charge:R:1
C 17.439 4.997 -3.709 -0.95
C 16.701 4.488 -4.992 1.86
C 15.229 4.182 -4.692 -2.00
C 16.769 5.652 -6.022 -1.60
C 18.077 5.988 -6.691 -0.51
C 18.560 4.743 -7.377 -1.33
C 18.592 3.449 -6.452 1.67
C 18.623 2.267 -7.435 -1.93
C 19.856 3.470 -5.540 -1.09
N 17.334 3.350 -5.675 -0.16
O 17.133 2.158 -4.976 0.90
H 17.752 4.223 -3.004 -0.62
H 18.366 5.535 -3.917 0.21
H 16.858 5.697 -3.105 0.64
H 15.145 3.615 -3.761 -0.05
H 14.679 5.072 -4.378 0.52
H 14.639 3.692 -5.465 0.41
H 16.042 5.536 -6.829 0.44
H 16.389 6.527 -5.488 0.42
H 17.885 6.733 -7.463 0.40
H 18.821 6.344 -5.977 0.32
H 19.609 4.892 -7.639 0.41
H 17.983 4.472 -8.260 0.42
H 17.770 2.318 -8.112 0.46
H 18.475 1.326 -6.904 0.28
H 19.585 2.319 -7.944 0.43
H 19.793 2.600 -4.879 -0.38
H 19.847 4.283 -4.813 0.13
H 20.831 3.444 -6.025 0.54
H 16.515 1.654 -5.520 -0.11
C 22.981 2.272 1.506 -1.73
C 22.498 2.606 0.069 1.59
C 23.717 3.115 -0.697 -1.91
C 21.968 1.366 -0.687 -1.37
C 21.273 1.626 -1.998 -0.67
C 20.062 2.569 -1.738 0.72
C 20.485 3.883 -0.995 2.46
C 21.137 4.783 -2.037 -2.05
C 19.174 4.516 -0.587 -0.25
N 21.340 3.544 0.177 1.09
O 21.486 4.664 0.967 -0.70
H 23.674 1.433 1.563 0.41
H 23.363 3.206 1.915 0.43
H 22.167 1.872 2.116 0.15
H 24.094 4.120 -0.501 0.34
H 24.553 2.422 -0.598 0.45
H 23.500 3.134 -1.767 0.36
H 22.799 0.726 -0.997 0.59
H 21.372 0.754 -0.007 -0.03
H 21.954 2.010 -2.757 0.36
H 20.856 0.689 -2.371 0.29
H 19.249 2.056 -1.220 -0.15
H 19.656 2.781 -2.731 -0.87
H 21.759 5.531 -1.542 0.47
H 20.409 5.267 -2.689 0.33
H 21.815 4.237 -2.695 0.30
H 19.208 5.603 -0.513 0.56
H 18.841 4.111 0.369 -0.44
H 18.444 4.282 -1.362 -0.59
H 20.862 4.498 1.682 0.31
C 11.972 5.804 2.623 -1.84
C 13.420 6.124 2.955 1.41
C 13.508 7.047 4.162 -1.91
C 14.049 4.753 3.360 -0.86
C 15.548 4.656 3.257 -0.29
C 15.997 5.187 1.882 0.07
C 15.606 6.664 1.559 1.62
C 16.401 7.699 2.406 -1.89
C 15.949 6.735 0.090 -1.66
N 14.139 6.648 1.746 1.15
O 13.545 7.811 1.241 -0.63
H 11.470 6.681 2.208 0.43
H 11.935 5.086 1.806 0.24
H 11.428 5.508 3.518 0.40
H 14.529 6.987 4.536 0.35
H 13.318 8.083 3.872 0.41
H 12.707 6.874 4.880 0.45
H 13.783 4.574 4.406 0.57
H 13.526 3.925 2.876 -0.23
H 16.048 5.299 3.983 0.48
H 15.884 3.620 3.289 -0.44
H 15.621 4.583 1.055 -0.67
H 17.088 5.191 1.816 0.62
H 15.946 8.688 2.405 0.38
H 17.404 7.737 1.981 0.45
H 16.437 7.323 3.428 0.38
H 16.990 6.529 -0.165 0.03
H 15.920 7.781 -0.237 0.70
H 15.269 6.232 -0.598 0.18
H 13.233 7.498 0.383 0.37
N 15.060 -0.085 -4.376 0.05
C 15.059 -0.478 -5.639 0.68
N 13.900 -1.006 -6.041 -0.36
O 16.075 -0.384 -6.280 -0.63
H 14.263 -0.270 -3.791 0.22
H 15.961 0.196 -4.022 -0.39
H 13.182 -1.023 -5.339 0.10
H 13.706 -1.272 -6.991 0.25
N 12.915 3.982 -0.180 0.02
C 12.382 4.431 -1.307 0.41
N 11.743 3.476 -1.991 -0.27
O 12.297 5.616 -1.616 -0.73
H 13.514 4.629 0.316 -0.20
H 13.149 3.001 -0.163 0.17
H 11.268 3.712 -2.844 0.24
H 11.917 2.517 -1.719 0.25
N 18.160 0.288 -2.885 3.24
C 18.666 -0.854 -3.343 -0.09
N 19.386 -0.784 -4.442 -0.18
O 18.488 -1.948 -2.803 -0.90
H 18.121 0.998 -3.601 -1.11
H 17.641 0.366 -2.022 -1.47
H 19.722 -1.662 -4.800 0.29
H 19.624 0.126 -4.802 0.02
N 14.566 -3.642 0.047 -0.34
C 15.148 -2.464 0.306 0.44
N 15.526 -1.900 -0.820 0.09
O 15.256 -2.026 1.459 -0.62
H 14.210 -4.209 0.799 0.29
H 14.469 -3.947 -0.905 0.10
H 16.045 -1.052 -0.626 -0.40
H 15.576 -2.373 -1.704 0.28
N 18.332 0.651 3.352 -0.16
C 19.202 1.003 2.416 0.01
N 19.113 2.240 1.973 -0.09
O 19.980 0.133 1.991 -0.90
H 18.491 -0.219 3.836 0.30
H 17.672 1.269 3.795 0.17
H 19.841 2.436 1.292 -0.19
H 18.721 2.908 2.616 0.22
N 18.517 -3.694 -0.551 -0.23
C 18.917 -2.985 0.502 0.41
N 18.969 -1.693 0.184 0.09
O 18.998 -3.487 1.637 -0.78
H 18.397 -4.689 -0.462 0.19
H 18.475 -3.350 -1.499 0.26
H 18.781 -1.445 -0.774 -0.10
H 19.298 -1.112 0.950 0.17
C 11.950 -0.663 0.986 -1.31
C 12.801 0.545 0.610 0.59
O 12.582 0.953 -0.684 -0.52
H 12.473 -1.612 0.863 0.20
H 11.040 -0.694 0.386 0.36
H 11.664 -0.687 2.039 0.34
H 13.850 0.243 0.668 -0.25
H 12.553 1.453 1.163 0.28
H 12.893 0.304 -1.321 0.20
C 15.957 2.371 -1.177 0.01
C 16.416 1.796 0.157 0.33
O 17.100 0.582 -0.149 0.79
H 15.483 1.545 -1.713 0.22
H 16.821 2.660 -1.776 -0.32
H 15.305 3.234 -1.051 -0.04
H 15.546 1.718 0.812 0.54
H 17.115 2.503 0.607 -0.30
H 17.261 0.119 0.684 -0.33
C 13.971 1.281 4.881 -0.91
C 15.494 1.155 4.554 0.30
O 16.256 1.750 5.574 -0.53
H 13.697 2.333 4.937 0.17
H 13.694 0.714 5.769 0.42
H 13.438 0.778 4.070 0.07
H 15.723 1.598 3.587 -0.54
H 15.782 0.103 4.602 0.65
H 16.387 1.126 6.291 0.33
```

Entry from the Open Molecules 2025 dataset: a structure of composition C3Br3F3 (ωB97M-V/def2-TZVPD).

Properties
- DFT total energy (eV) = -221384.013
- E_LUMO (alpha / beta) (eV) = -1.9 / -1.9
- orbital gap (alpha / beta) (hartree) = 0.2532 / 0.2577
- highest occupied orbital energy (alpha / beta) (eV) = -8.78 / -8.87
- multiplicity = 1

Structure (XYZ):
```
9
Properties=species:S:1:pos:R:3:nbo_charge:R:1
C 0.471 1.001 0.193 -0.17
C -1.993 0.241 -0.482 -0.34
C 1.212 -0.292 0.372 0.81
F 0.367 -1.203 0.789 -0.30
F 2.236 -0.205 1.286 -0.32
F 1.950 -0.878 -0.630 -0.34
Br 1.089 2.086 -1.056 0.26
Br -3.298 0.776 0.568 0.25
Br -2.034 -1.525 -1.040 0.16
```